(1)
{
  "formula": "C20H35NO6P",
  "method": "ωB97M-V/def2-TZVPD",
  "total_charge": 1,
  "gap_ev": 8.37,
  "max_force_ev_per_a": 2.66,
  "de_lowest_kcal_mol": 0.0,
  "species": ["C", "C", "C", "C", "C", "C", "C", "C", "C", "C", "C", "N", "C", "C", "C", "C", "C", "P", "O", "O", "O", "C", "H", "H", "H", "H", "H", "H", "H", "H", "H", "H", "H", "H", "H", "H", "H", "H", "H", "H", "H", "H", "H", "H", "H", "H", "H", "H", "H", "H", "H", "H", "H", "C", "C", "O", "C", "O", "O", "H", "H", "H", "H"],
  "positions_angstrom": [[-0.742, 0.653, 2.871], [0.601, 0.610, 3.695], [1.854, 0.577, 2.713], [2.079, 1.989, 2.023], [2.381, 1.916, 0.472], [1.575, 2.965, -0.396], [0.223, 2.319, -0.957], [0.348, 1.841, -2.451], [-0.690, 0.743, -2.892], [-0.203, -0.740, -2.657], [0.031, -1.125, -1.150], [-1.208, -1.378, -0.377], [-1.423, -2.673, 0.042], [-2.564, -3.061, 0.837], [-3.517, -2.030, 1.200], [-3.305, -0.649, 0.724], [-4.358, 0.403, 1.154], [-4.091, 2.107, 0.475], [-2.696, 2.614, 0.579], [-4.745, 2.201, -1.031], [-5.041, 3.118, 1.409], [-2.128, -0.398, -0.061], [-1.086, -0.361, 2.530], [-1.558, 1.078, 3.520], [-0.587, 1.337, 1.998], [0.576, -0.277, 4.379], [0.663, 1.539, 4.322], [2.731, 0.355, 3.385], [1.776, -0.275, 1.992], [1.193, 2.627, 2.274], [2.970, 2.476, 2.508], [2.247, 0.859, 0.136], [3.468, 2.162, 0.341], [1.249, 3.774, 0.304], [2.135, 3.332, -1.289], [-0.060, 1.519, -0.227], [-0.604, 3.083, -0.911], [0.136, 2.746, -3.090], [1.400, 1.541, -2.727], [-1.729, 0.915, -2.486], [-0.805, 0.849, -4.010], [-0.843, -1.507, -3.174], [0.806, -0.817, -3.157], [0.634, -2.074, -1.150], [0.706, -0.368, -0.662], [-0.686, -3.449, -0.245], [-2.662, -4.126, 1.126], [-4.412, -2.246, 1.834], [-5.411, 0.082, 0.926], [-4.303, 0.479, 2.277], [-4.073, 2.465, -1.685], [-4.627, 3.031, 2.294], [-1.908, 0.619, -0.447], [3.383, -4.032, -1.966], [4.859, -3.750, -2.024], [4.927, -2.355, -1.734], [3.810, -2.027, -1.040], [3.636, -0.978, -0.502], [2.912, -3.055, -1.036], [3.163, -5.039, -1.617], [2.888, -3.872, -2.927], [5.421, -4.297, -1.264], [5.287, -3.965, -3.002]],
  "nbo_charge": [-0.627, -0.396, -0.404, -0.417, -0.416, -0.398, -0.402, -0.428, -0.407, -0.414, -0.254, -0.281, 0.092, -0.226, -0.098, -0.009, -0.836, 2.301, -1.091, -0.969, -0.942, 0.071, 0.178, 0.209, 0.215, 0.206, 0.207, 0.216, 0.192, 0.198, 0.221, 0.205, 0.220, 0.215, 0.210, 0.170, 0.227, 0.224, 0.212, 0.184, 0.230, 0.219, 0.232, 0.244, 0.268, 0.246, 0.265, 0.252, 0.286, 0.279, 0.527, 0.500, 0.285, -0.103, -0.104, -0.471, 0.971, -0.578, -0.512, 0.210, 0.185, 0.196, 0.215]
}

***

(2)
{
  "formula": "C20H36As3N3NiS",
  "method": "ωB97M-V/def2-TZVPD",
  "total_charge": 2,
  "gap_ev": [6.73, 6.73],
  "max_force_ev_per_a": 0.39,
  "de_lowest_kcal_mol": 13.4,
  "species": ["Ni", "C", "N", "C", "C", "N", "C", "S", "C", "C", "C", "C", "C", "N", "H", "H", "H", "H", "H", "H", "H", "H", "H", "C", "As", "C", "C", "C", "C", "C", "As", "C", "C", "C", "As", "C", "C", "H", "H", "H", "H", "H", "H", "H", "H", "H", "H", "H", "H", "H", "H", "H", "H", "H", "H", "H", "H", "H", "H", "H", "H", "H", "H", "H"],
  "positions_angstrom": [[-0.164, 0.857, 0.698], [4.868, -0.109, 0.873], [3.898, -0.303, 1.945], [4.157, -0.874, 3.175], [3.012, -0.877, 3.868], [2.027, -0.299, 3.054], [2.603, 0.036, 1.870], [1.955, 0.754, 0.472], [0.677, -0.153, 3.462], [0.413, -0.235, 4.826], [-0.890, -0.201, 5.275], [-1.906, -0.080, 4.342], [-1.557, 0.040, 3.018], [-0.290, 0.022, 2.550], [5.829, -0.485, 1.210], [4.955, 0.949, 0.637], [4.554, -0.656, -0.014], [5.135, -1.236, 3.441], [2.812, -1.271, 4.845], [1.216, -0.305, 5.541], [-1.102, -0.265, 6.333], [-2.947, -0.055, 4.629], [-2.322, 0.184, 2.279], [-3.875, -0.080, 0.402], [-2.138, 0.226, -0.412], [-1.656, -1.552, -1.019], [-2.580, 1.088, -2.111], [-2.592, 2.620, -2.146], [-3.072, 3.075, -3.528], [-1.147, 3.135, -2.021], [-0.162, 2.863, -0.369], [-0.826, 4.092, 0.976], [1.541, 3.646, -0.854], [-3.459, 3.204, -1.024], [-5.465, 3.125, -0.911], [-5.901, 4.589, -2.134], [-6.052, 1.650, -2.070], [-4.324, 0.853, 0.743], [-3.786, -0.779, 1.231], [-4.524, -0.537, -0.343], [-2.433, -1.930, -1.682], [-1.554, -2.224, -0.168], [-0.711, -1.505, -1.558], [-3.554, 0.688, -2.394], [-1.854, 0.703, -2.832], [-2.386, 2.736, -4.308], [-3.125, 4.163, -3.574], [-4.058, 2.679, -3.756], [-1.123, 4.214, -2.197], [-0.522, 2.675, -2.793], [-1.024, 5.053, 0.502], [-0.052, 4.217, 1.732], [-1.736, 3.722, 1.440], [1.370, 4.661, -1.213], [2.012, 3.062, -1.642], [2.189, 3.667, 0.018], [-3.277, 4.282, -0.957], [-3.114, 2.796, -0.066], [-5.450, 5.510, -1.766], [-6.981, 4.722, -2.133], [-5.570, 4.397, -3.152], [-5.836, 0.680, -1.629], [-5.666, 1.693, -3.085], [-7.138, 1.740, -2.121]],
  "nbo_charge": [0.545, -0.415, -0.312, -0.016, -0.066, -0.357, 0.278, -0.158, 0.395, -0.247, -0.098, -0.227, 0.062, -0.545, 0.243, 0.236, 0.238, 0.263, 0.256, 0.245, 0.256, 0.255, 0.211, -0.952, 0.968, -0.937, -0.711, -0.063, -0.610, -0.719, 1.124, -0.947, -0.947, -0.738, 0.887, -0.946, -0.958, 0.256, 0.244, 0.254, 0.253, 0.249, 0.250, 0.254, 0.243, 0.221, 0.226, 0.224, 0.249, 0.245, 0.257, 0.254, 0.249, 0.254, 0.254, 0.255, 0.234, 0.191, 0.234, 0.249, 0.221, 0.213, 0.216, 0.256]
}

***

(3)
{
  "formula": "C20H36BrCl3IrOS2Si",
  "method": "ωB97M-V/def2-TZVPD",
  "total_charge": 2,
  "spin_multiplicity": 2,
  "gap_ev": [5.99, 3.42],
  "max_force_ev_per_a": 3.79,
  "species": ["Ir", "Cl", "C", "C", "C", "C", "C", "Cl", "C", "S", "H", "H", "H", "C", "C", "C", "C", "Si", "Br", "C", "C", "C", "C", "C", "C", "C", "C", "H", "H", "H", "H", "H", "H", "H", "H", "H", "H", "H", "H", "H", "H", "H", "H", "H", "H", "H", "H", "H", "H", "H", "H", "H", "H", "H", "Cl", "C", "S", "C", "O", "H", "H", "H", "H", "H", "H"],
  "positions_angstrom": [[1.173, 0.285, -0.195], [0.795, -2.127, 0.164], [2.259, -2.930, -0.295], [2.441, -4.235, 0.108], [3.588, -4.929, -0.265], [4.537, -4.327, -1.067], [4.362, -3.012, -1.480], [5.524, -2.282, -2.488], [3.227, -2.265, -1.070], [3.132, -0.605, -1.521], [1.686, -4.715, 0.706], [3.724, -5.947, 0.063], [5.414, -4.871, -1.384], [-4.342, 1.367, 4.131], [-4.745, -0.040, 3.722], [-5.102, -0.037, 2.239], [-5.921, -0.514, 4.558], [-3.250, -1.347, 3.969], [-1.837, -0.952, 2.249], [-3.707, -3.236, 3.800], [-4.347, -3.759, 5.090], [-2.472, -4.081, 3.462], [-4.708, -3.448, 2.656], [-2.163, -0.846, 5.594], [-1.172, -1.986, 5.782], [-1.403, 0.450, 5.373], [-3.080, -0.757, 6.798], [-5.138, 2.055, 3.844], [-3.434, 1.695, 3.628], [-4.218, 1.461, 5.206], [-6.004, 0.562, 2.109], [-5.317, -1.025, 1.847], [-4.319, 0.414, 1.634], [-6.736, 0.204, 4.463], [-5.676, -0.578, 5.615], [-6.297, -1.476, 4.222], [-3.642, -3.760, 5.918], [-4.674, -4.787, 4.944], [-5.222, -3.179, 5.372], [-1.697, -4.021, 4.218], [-2.040, -3.797, 2.505], [-2.770, -5.124, 3.390], [-5.669, -2.984, 2.861], [-4.890, -4.514, 2.539], [-4.321, -3.076, 1.709], [-0.523, -2.121, 4.918], [-1.666, -2.924, 6.015], [-0.535, -1.748, 6.634], [-0.826, 0.446, 4.451], [-0.693, 0.572, 6.191], [-2.044, 1.324, 5.386], [-3.612, -1.689, 6.967], [-3.797, 0.055, 6.718], [-2.480, -0.560, 7.687], [1.913, 1.239, 1.694], [-0.486, 3.531, -3.200], [0.960, 3.035, -2.213], [2.148, 2.846, -3.578], [0.586, 1.599, -1.856], [-0.605, 2.857, -4.042], [-0.352, 4.549, -3.541], [-1.355, 3.470, -2.553], [2.418, 3.830, -3.947], [1.702, 2.253, -4.372], [3.039, 2.348, -3.204]],
  "nbo_charge": [0.919, 0.141, -0.064, -0.216, -0.173, -0.186, -0.039, 0.093, -0.275, 0.167, 0.238, 0.246, 0.255, -0.642, -0.340, -0.638, -0.647, 1.905, -0.335, -0.590, -0.617, -0.616, -0.612, -0.273, -0.647, -0.658, -0.656, 0.254, 0.230, 0.221, 0.257, 0.238, 0.233, 0.262, 0.232, 0.230, 0.209, 0.238, 0.217, 0.214, 0.218, 0.233, 0.211, 0.238, 0.219, 0.240, 0.233, 0.271, 0.241, 0.260, 0.235, 0.237, 0.229, 0.268, -0.321, -0.786, 1.251, -0.798, -0.993, 0.251, 0.261, 0.256, 0.262, 0.251, 0.259]
}